[1]
# C7H13ClFO4

A 2-piece molecular cluster, C7H13ClFO4 overall (ωB97M-V/def2-TZVPD, the OMol25 dataset).

The calculation puts the LUMO energy at 2.821 eV. The net charge is -1. The molar mass is 215.63 g mol⁻¹. The highest occupied orbital energy comes out at -0.1003 Ha. As for the spin multiplicity: 1.

Each line ends with the natural charge from an NBO analysis.
Element x y z (Å)
1 C 3.049 -1.710 0.597  -0.259
2 O 2.450 -0.656 1.324  -0.523
3 C 1.509 0.139 0.628  0.047
4 C 2.168 1.079 -0.412  -0.554
5 C 2.586 2.358 0.251  0.453
6 O 3.705 2.599 0.600  -0.533
7 C 0.414 -0.695 -0.051  0.471
8 F -0.116 -1.560 0.883  -0.360
9 O -0.558 0.111 -0.626  -0.538
10 C -1.737 0.431 0.070  -0.071
11 Cl -1.434 1.677 1.362  -0.173
12 H 2.448 -2.626 0.674  0.176
13 H 3.173 -1.469 -0.465  0.162
14 H 4.037 -1.888 1.024  0.189
15 H 1.009 0.728 1.398  0.230
16 H 1.437 1.296 -1.196  0.250
17 H 3.054 0.611 -0.845  0.220
18 H 1.759 3.053 0.501  0.113
19 H 0.813 -1.316 -0.863  0.139
20 H -2.490 0.828 -0.629  0.314
21 H -2.155 -0.431 0.580  0.195
22 C -5.019 -0.498 -0.962  -0.186
23 O -4.336 0.661 -0.903  -0.981
24 H -5.053 -0.978 -1.977  0.075
25 H -4.617 -1.318 -0.297  0.062
26 H -6.097 -0.424 -0.663  0.082

***

[2]
# C5H8NS2

An isolated ion of composition C5H8NS2 and charge +1 in a non-equilibrium geometry (ωB97M-V/def2-TZVPD, the OMol25 dataset).

The relative energy (zero: lowest compared OMol25 entry of this formula, charge and spin) comes out at 41.7 kcal/mol. The calculation puts the LUMO energy at -5.303 eV. The net charge is +1. The molar mass is 146.26 g mol⁻¹. The highest occupied orbital energy comes out at -0.5032 Ha. As for the spin multiplicity: 1.

Each line ends with the natural charge from an NBO analysis.
Element x y z (Å)
1 C -0.410 -0.930 1.137  0.039
2 C -1.157 -1.636 0.305  -0.429
3 C 0.652 1.141 0.726  -0.263
4 C -0.167 1.587 -0.401  -0.524
5 C 0.371 -0.770 -1.895  -0.516
6 N 0.715 -0.292 0.711  -0.669
7 S -0.462 -2.029 -1.260  0.640
8 S 0.518 0.900 -2.026  0.532
9 H -0.851 -0.894 2.080  0.208
10 H -2.047 -2.199 0.746  0.291
11 H 1.734 1.507 0.779  0.242
12 H 0.256 1.503 1.750  0.220
13 H -1.158 1.153 -0.298  0.240
14 H -0.409 2.662 -0.733  0.286
15 H 0.862 -1.112 -2.862  0.291
16 H 1.552 -0.593 1.241  0.413

***

[3]
# C5H7Cl3O3SSiY

C5H7Cl3O3SSiY as an isolated structure in a non-equilibrium geometry (ωB97M-V/def2-TZVPD, the OMol25 dataset).

The relative energy (zero: lowest compared OMol25 entry of this formula, charge and spin) comes out at 0.0 kcal/mol. The calculation puts the LUMO energy (alpha / beta) at -1.756 / -1.775 eV. The net charge is 0. The molar mass is 370.53 g mol⁻¹. As for the expectation value of S²: 0.75. The highest occupied orbital energy (alpha / beta) comes out at -0.2563 / -0.3742 Ha. As for the spin multiplicity: 2.

Each line ends with the Mulliken spin population.
Element x y z (Å)
1 Y -2.148 -0.192 0.574  0.113
2 C 1.998 -1.324 -0.916  0.001
3 C 1.086 -0.545 0.041  -0.003
4 C 1.816 0.610 0.708  0.001
5 O -0.098 -0.093 -0.692  -0.008
6 C 0.602 -1.476 1.231  0.004
7 O 1.404 -2.082 1.908  0.000
8 O -0.691 -1.468 1.428  0.007
9 H 2.293 -0.651 -1.729  0.000
10 H 1.504 -2.209 -1.297  0.000
11 H 2.920 -1.722 -0.417  0.000
12 H 2.151 1.412 0.010  0.000
13 H 2.682 0.190 1.213  0.000
14 H 1.220 1.069 1.492  0.000
15 H 0.164 0.442 -1.431  0.000
16 S -5.311 -1.866 -0.718  0.305
17 C -4.011 -1.147 -0.253  0.558
18 Cl -0.058 3.146 -0.892  0.001
19 Si -1.903 2.199 -1.058  0.018
20 Cl -3.262 3.753 -1.220  -0.001
21 Cl -2.359 1.952 2.021  0.003

***

[4]
# C23H27AuClN2O5PS

C23H27AuClN2O5PS as an isolated structure (ωB97M-V/def2-TZVPD, the OMol25 dataset).

The relative energy (zero: lowest compared OMol25 entry of this formula, charge and spin) comes out at 0.0 kcal/mol. The calculation puts the LUMO energy at -6.678 eV. The net charge is +2. The molar mass is 706.94 g mol⁻¹. The highest occupied orbital energy comes out at -0.4994 Ha. As for the spin multiplicity: 1.

Each line ends with the natural charge from an NBO analysis.
Element x y z (Å)
1 Au -0.821 -0.564 -0.391  1.258
2 Cl -2.295 6.451 -0.294  0.066
3 C -2.020 4.783 -0.628  -0.084
4 C -1.730 4.374 -1.933  -0.127
5 C -1.504 3.046 -2.219  -0.263
6 C -1.557 2.072 -1.218  0.363
7 O -1.370 0.813 -1.650  -0.712
8 C -1.850 2.481 0.103  -0.178
9 C -1.958 1.604 1.226  0.238
10 N -1.681 0.344 1.205  -0.566
11 C -1.797 -0.540 2.309  0.073
12 C -2.571 -0.348 3.419  -0.163
13 C -2.540 -1.289 4.470  -0.174
14 C -1.738 -2.392 4.403  -0.141
15 C -0.946 -2.626 3.252  -0.102
16 C -0.070 -3.724 3.113  -0.053
17 C 0.673 -3.865 1.974  -0.263
18 C 0.512 -2.946 0.931  0.120
19 N -0.320 -1.925 1.018  -0.490
20 C -1.022 -1.715 2.188  0.226
21 C -2.086 3.850 0.370  -0.152
22 H -1.680 5.112 -2.722  0.252
23 H -1.282 2.734 -3.230  0.241
24 H -2.300 2.033 2.165  0.215
25 H -3.213 0.519 3.504  0.238
26 H -3.159 -1.121 5.340  0.252
27 H -1.702 -3.101 5.219  0.245
28 H 0.017 -4.440 3.921  0.251
29 H 1.370 -4.680 1.850  0.259
30 H 1.061 -3.055 0.007  0.233
31 H -2.322 4.157 1.381  0.237
32 O 1.283 0.837 0.108  -1.083
33 S 2.601 1.342 -0.449  1.205
34 C 3.872 0.991 0.798  -0.595
35 C 3.966 2.213 1.705  -0.413
36 C 3.847 3.412 0.768  -0.413
37 C 2.633 3.130 -0.112  -0.592
38 H 4.802 0.813 0.256  0.242
39 H 3.561 0.069 1.287  0.248
40 H 4.899 2.216 2.267  0.246
41 H 3.143 2.209 2.422  0.214
42 H 4.745 3.501 0.154  0.221
43 H 3.723 4.353 1.302  0.247
44 H 2.619 3.671 -1.056  0.251
45 H 1.691 3.295 0.416  0.244
46 C -2.042 -1.082 -4.044  -0.252
47 O -0.730 -1.551 -3.593  -0.824
48 P -0.358 -1.997 -2.149  2.002
49 O -1.162 -3.264 -1.727  -0.829
50 C -1.157 -4.494 -2.528  -0.258
51 O 1.127 -2.471 -2.289  -0.830
52 C 2.149 -1.625 -2.898  -0.259
53 H -1.953 -0.991 -5.121  0.228
54 H -2.259 -0.130 -3.580  0.222
55 H -2.794 -1.828 -3.794  0.199
56 H -2.039 -5.044 -2.221  0.227
57 H -0.251 -5.050 -2.303  0.210
58 H -1.207 -4.249 -3.586  0.205
59 H 3.076 -2.181 -2.818  0.225
60 H 2.215 -0.682 -2.358  0.196
61 H 1.895 -1.455 -3.941  0.216

***

[5]
# C4H17N2O2

A 3-piece molecular cluster, C4H17N2O2 overall in a non-equilibrium geometry (ωB97M-V/def2-TZVPD, the OMol25 dataset).

The relative energy (zero: lowest compared OMol25 entry of this formula, charge and spin) comes out at 45.7 kcal/mol. The calculation puts the LUMO energy at -3.015 eV. The net charge is +1. The molar mass is 125.19 g mol⁻¹. The highest occupied orbital energy comes out at -0.4765 Ha. As for the spin multiplicity: 1.

Each line ends with the natural charge from an NBO analysis.
Element x y z (Å)
1 C 0.590 2.269 -0.114  -0.619
2 C 0.715 0.588 -0.204  -0.048
3 C -0.694 0.215 0.406  -0.436
4 C -0.901 -1.310 0.734  -0.235
5 N 0.314 -2.117 0.555  -0.726
6 N 0.741 0.175 -1.668  -0.868
7 H 0.950 2.685 0.811  0.215
8 H 1.241 2.626 -0.871  0.210
9 H -0.494 2.573 -0.301  0.219
10 H 1.487 0.224 0.420  0.180
11 H -0.799 0.866 1.268  0.236
12 H -1.447 0.475 -0.398  0.252
13 H -1.709 -1.684 0.110  0.235
14 H -1.107 -1.429 1.858  0.225
15 H 0.276 -3.188 0.375  0.453
16 H 0.805 -1.941 -0.356  0.457
17 H 0.986 -1.883 1.333  0.478
18 H -0.113 0.594 -2.113  0.381
19 H 1.450 0.697 -2.140  0.367
20 H 1.416 -1.042 3.814  0.512
21 H 2.249 -0.051 2.853  0.495
22 O 1.731 -0.795 2.902  -0.987
23 H -3.106 -0.021 -2.923  0.477
24 H -2.181 0.941 -3.590  0.481
25 O -2.398 0.534 -2.761  -0.952

***

[6]
# C5H6ClNO

C5H6ClNO as an isolated structure in a non-equilibrium geometry (ωB97M-V/def2-TZVPD, the OMol25 dataset).

The relative energy (zero: lowest compared OMol25 entry of this formula, charge and spin) comes out at 39.2 kcal/mol. The calculation puts the LUMO energy at 0.819 eV. The net charge is 0. The molar mass is 131.56 g mol⁻¹. The highest occupied orbital energy comes out at -0.3581 Ha. As for the spin multiplicity: 1.

Each line ends with the natural charge from an NBO analysis.
Element x y z (Å)
1 C 1.048 -0.328 -0.635  -0.174
2 C 0.442 1.111 -0.551  -0.426
3 C -0.775 0.795 0.390  -0.167
4 C 0.040 -1.053 0.251  -0.192
5 C -1.274 -0.511 -0.256  0.555
6 H 1.154 -0.748 -1.646  0.236
7 H 1.125 1.825 -0.070  0.240
8 H 0.137 1.496 -1.525  0.227
9 H -1.395 1.644 0.704  0.228
10 H -0.908 -0.443 2.005  0.371
11 H 0.171 -2.117 0.411  0.234
12 N -0.168 -0.112 1.401  -0.547
13 O -2.316 -1.024 -0.532  -0.512
14 Cl 2.718 -0.536 0.054  -0.073